2 unconnected molecules or ions with the total composition C9H14O, computed with ωB97M-V/def2-TZVPD.

**Calculated total energy**: -426.49214 Ha
**Energy relative to the best compared isomer or geometry (same formula, charge and spin)**: 20.2 kcal per mole
**HOMO level (spin up / spin down)**: 0.8741 / -3.8233 eV

The geometry in ORCA input format:
```
! RIJCOSX wB97M-V def2-TZVPD def2/J DEFGRID3
* xyz -1 2
C -0.343 -2.662 1.259
C -0.750 -3.622 2.385
H 0.683 -2.861 0.972
H -1.120 -2.726 0.488
H -0.448 -1.610 1.482
H -0.422 -4.622 2.045
H -1.829 -3.763 2.404
H -0.298 -3.440 3.352
C 2.862 1.900 -0.786
C 0.886 1.117 0.578
C 1.420 1.512 -0.653
C -0.465 0.772 0.752
C 0.642 1.421 -1.796
C -1.157 0.466 -0.466
C -0.639 0.808 -1.690
O -2.324 -0.241 -0.462
H 1.545 1.337 1.417
H -0.821 0.553 1.745
H 3.076 2.233 -1.820
H 3.549 1.048 -0.859
H 0.976 1.950 -2.684
H -1.189 0.494 -2.569
H -3.174 0.205 -0.333
H 3.189 2.672 -0.091
*
```

A molecular structure, C42H68N3P2STeTl, computed with ωB97M-V/def2-TZVPD.

**Calculated total energy**: -3326.90218 Ha
**Energy relative to the best compared isomer or geometry (same formula, charge and spin)**: 0.0 kcal per mole
**HOMO level**: 0.1327 eV

The geometry in ORCA input format:
```
! RIJCOSX wB97M-V def2-TZVPD def2/J DEFGRID3
* xyz -2 1
Tl 0.750 0.812 -1.466
C 0.940 4.961 -1.851
C 1.748 4.362 -0.736
C 1.213 4.212 0.537
C 1.941 3.636 1.574
C 1.335 3.458 2.940
C 3.224 3.182 1.312
C 3.786 3.300 0.044
C 5.159 2.745 -0.219
C 3.043 3.899 -0.964
H 0.492 4.171 -2.470
H 1.564 5.576 -2.502
H 0.126 5.575 -1.461
H 0.198 4.551 0.726
H 0.804 2.506 2.995
H 0.615 4.251 3.160
H 2.103 3.464 3.715
H 3.791 2.699 2.102
H 5.117 1.656 -0.283
H 5.848 2.997 0.590
H 5.567 3.127 -1.156
H 3.467 3.987 -1.960
C -3.663 0.157 -1.247
C -3.284 -1.148 -0.537
C -4.395 -2.172 -0.780
P -1.507 -1.510 -1.019
C -1.718 -2.670 -2.469
C -2.079 -4.114 -2.128
C -0.442 -2.653 -3.308
C -0.897 -2.644 0.301
C -1.754 -3.312 1.163
C -1.314 -4.162 2.174
C 0.057 -4.369 2.285
C 0.943 -3.711 1.457
C 0.521 -2.782 0.462
N 1.345 -2.118 -0.376
C 2.614 -1.784 -0.049
C 3.073 -1.626 1.291
C 4.386 -1.343 1.596
C 5.335 -1.191 0.587
C 4.885 -1.225 -0.727
C 3.554 -1.441 -1.073
P 2.913 -1.354 -2.802
C 3.776 -2.866 -3.514
C 5.245 -2.763 -3.922
C 2.958 -3.457 -4.667
C 3.673 0.141 -3.623
C 5.122 0.586 -3.444
C 3.286 0.075 -5.102
H -4.639 0.510 -0.890
H -3.722 0.018 -2.329
H -2.922 0.941 -1.091
H -3.223 -0.939 0.536
H -4.478 -2.412 -1.842
H -5.354 -1.739 -0.471
H -4.268 -3.107 -0.237
H -2.518 -2.209 -3.062
H -1.282 -4.569 -1.534
H -2.178 -4.691 -3.054
H -3.005 -4.221 -1.564
H 0.396 -3.033 -2.721
H -0.185 -1.641 -3.629
H -0.571 -3.280 -4.198
H -2.819 -3.172 1.041
H -2.019 -4.664 2.828
H 0.443 -5.060 3.029
H 2.002 -3.906 1.557
H 2.350 -1.712 2.090
H 4.679 -1.243 2.637
H 6.379 -1.009 0.814
H 5.608 -1.057 -1.514
H 3.717 -3.564 -2.671
H 5.370 -2.133 -4.805
H 5.630 -3.759 -4.173
H 5.873 -2.361 -3.128
H 2.908 -2.767 -5.511
H 1.934 -3.665 -4.361
H 3.409 -4.391 -5.023
H 3.050 0.939 -3.193
H 5.841 -0.114 -3.877
H 5.376 0.739 -2.400
H 5.257 1.548 -3.954
H 3.823 -0.720 -5.626
H 3.525 1.023 -5.591
H 2.210 -0.077 -5.213
Te -0.562 1.622 -3.845
C -5.769 3.145 1.493
C -5.639 4.004 2.747
C -4.594 3.526 3.752
C -3.141 3.677 3.309
N -2.727 2.760 2.256
C -2.001 1.609 2.468
S -1.059 0.982 1.272
N -2.120 1.083 3.732
C -1.737 -0.305 4.020
C -2.861 -1.067 4.711
C -3.976 -1.545 3.778
C -4.802 -0.448 3.112
H -6.614 3.477 0.888
H -5.932 2.098 1.755
H -4.881 3.176 0.866
H -6.608 4.030 3.256
H -5.410 5.038 2.466
H -4.791 2.474 3.986
H -4.713 4.089 4.683
H -2.482 3.550 4.174
H -2.979 4.691 2.933
H -2.463 3.179 1.377
H -2.972 1.357 4.199
H -0.839 -0.297 4.643
H -1.462 -0.797 3.085
H -3.278 -0.466 5.531
H -2.410 -1.950 5.171
H -4.647 -2.194 4.350
H -3.519 -2.164 3.005
H -5.244 0.225 3.855
H -5.620 -0.881 2.533
H -4.209 0.150 2.418
*
```

2 unconnected molecules or ions with the total composition C3H8N2O2, computed with ωB97M-V/def2-TZVPD.

**Calculated total energy**: -379.00702 Ha
**Energy relative to the best compared isomer or geometry (same formula, charge and spin)**: 84.1 kcal per mole
**HOMO level**: -7.5362 eV

The geometry in ORCA input format:
```
! RIJCOSX wB97M-V def2-TZVPD def2/J DEFGRID3
* xyz 0 1
C -0.215 -2.464 -0.884
C -0.943 1.756 0.444
C 0.518 -0.224 -0.477
N 1.645 -0.197 0.405
N -0.624 0.296 0.439
O -1.376 -2.388 -0.817
O 0.753 -3.045 -1.194
H -0.049 2.482 0.321
H -1.536 1.854 -0.363
H -1.563 1.974 1.424
H 0.562 0.498 -1.354
H 2.217 0.627 0.248
H 2.170 -0.951 0.068
H -1.470 -0.228 0.346
H -0.089 0.008 1.394
*
```

A molecular structure, C36H32NO5P2PdS3, computed with ωB97M-V/def2-TZVPD.

**Calculated total energy**: -3827.14754 Ha
**Energy relative to the best compared isomer or geometry (same formula, charge and spin)**: 38.7 kcal per mole
**HOMO level**: -4.4760 eV

The geometry in ORCA input format:
```
! RIJCOSX wB97M-V def2-TZVPD def2/J DEFGRID3
* xyz -1 1
Pd 0.000 -1.526 -0.502
S 3.175 -0.949 -1.183
P 1.915 0.544 -1.302
C 0.364 -0.055 -1.832
P -1.213 0.595 -1.540
S -2.469 -0.946 -1.624
C -1.642 1.762 -2.885
C -2.632 2.735 -2.791
C -2.936 3.522 -3.893
C -2.263 3.336 -5.093
C -1.293 2.349 -5.197
C -0.984 1.565 -4.097
C -1.554 1.545 -0.010
C -2.083 0.882 1.095
C -2.326 1.575 2.270
C -2.039 2.931 2.353
C -1.505 3.594 1.259
C -1.266 2.904 0.079
C 2.019 1.551 0.234
C 1.417 1.078 1.394
C 1.576 1.745 2.597
C 2.348 2.897 2.651
C 2.973 3.364 1.504
C 2.818 2.690 0.302
C 2.319 1.761 -2.610
C 1.679 3.000 -2.643
C 1.803 3.824 -3.750
C 2.560 3.411 -4.838
C 3.204 2.182 -4.807
C 3.082 1.357 -3.698
H -3.170 2.875 -1.862
H -3.703 4.283 -3.818
H -2.501 3.960 -5.947
H -0.776 2.192 -6.136
H -0.222 0.796 -4.151
H -2.299 -0.178 1.031
H -2.736 1.053 3.127
H -2.226 3.472 3.273
H -1.273 4.650 1.322
H -0.856 3.423 -0.779
H 0.838 0.167 1.347
H 1.100 1.365 3.492
H 2.474 3.421 3.591
H 3.598 4.248 1.551
H 3.330 3.044 -0.584
H 1.089 3.314 -1.791
H 1.297 4.782 -3.772
H 2.640 4.046 -5.712
H 3.795 1.862 -5.657
H 3.571 0.390 -3.657
O 0.615 -3.617 -1.425
S 0.027 -4.398 -0.286
C 0.170 -6.133 -0.886
C -0.907 -6.261 -1.947
C -2.166 -5.748 -1.255
C -1.783 -4.414 -0.619
H -0.003 -6.804 -0.040
H 1.188 -6.243 -1.256
H -1.023 -7.279 -2.325
H -0.650 -5.606 -2.782
H -2.471 -6.467 -0.489
H -2.999 -5.624 -1.950
H -2.305 -4.188 0.309
H -1.911 -3.581 -1.305
O -0.818 -2.360 1.525
C 0.295 -2.252 2.131
O 1.392 -2.177 1.558
C 0.251 -2.155 3.634
C -0.891 -2.534 4.335
C -0.939 -2.406 5.709
C 0.160 -1.879 6.380
C 1.303 -1.487 5.691
C 1.344 -1.633 4.318
N 0.110 -1.737 7.820
O -0.907 -2.071 8.402
O 1.085 -1.287 8.393
H -1.731 -2.924 3.778
H -1.807 -2.699 6.281
H 2.136 -1.080 6.245
H 2.217 -1.346 3.747
*
```

A molecular structure, C33H33IN4O2S2Sb2Se8W, computed with ωB97M-V/def2-TZVPD.

**Calculated total energy**: -22499.90238 Ha
**Energy relative to the best compared isomer or geometry (same formula, charge and spin)**: 110.2 kcal per mole
**HOMO level**: -2.0873 eV

The geometry in ORCA input format:
```
! RIJCOSX wB97M-V def2-TZVPD def2/J DEFGRID3
* xyz -2 1
W -0.513 -0.038 -1.223
C -1.960 -3.510 0.020
C -2.888 -2.341 0.135
N -4.184 -2.574 0.152
C -5.027 -1.552 0.295
C -4.639 -0.249 0.510
C -5.683 0.816 0.728
O -5.487 2.000 -0.028
C -3.262 0.040 0.517
C -2.733 1.367 0.777
N -1.505 1.625 0.525
C -0.922 2.896 0.633
C -1.595 4.093 0.410
C -0.874 5.265 0.245
C 0.511 5.259 0.289
C 1.201 4.087 0.579
C 0.473 2.936 0.784
I 1.368 1.070 1.295
C -2.385 -1.031 0.264
O -1.052 -0.824 0.246
H -2.548 -4.420 -0.070
H -1.303 -3.559 0.893
H -1.314 -3.444 -0.858
H -6.080 -1.813 0.238
H -5.680 1.131 1.775
H -6.663 0.375 0.513
H -5.472 1.775 -0.965
H -3.399 2.137 1.160
H -2.673 4.082 0.299
H -1.401 6.181 0.010
H 1.076 6.143 0.036
H 2.285 4.079 0.579
S 1.279 -2.184 1.878
C 2.516 -2.804 0.935
N 3.515 -3.529 1.502
C 4.415 -4.304 0.671
C 4.727 -3.563 -0.602
N 3.491 -3.189 -1.268
C 3.518 -3.206 -2.732
C 4.744 -2.508 -3.266
C 4.860 -1.126 -3.226
C 6.012 -0.499 -3.674
C 7.053 -1.266 -4.180
C 6.943 -2.647 -4.242
C 5.793 -3.268 -3.781
C 2.518 -2.633 -0.528
S 1.422 -1.572 -1.293
C 3.780 -3.516 2.928
C 5.097 -2.838 3.220
C 5.308 -1.525 2.807
C 6.521 -0.899 3.041
C 7.536 -1.580 3.703
C 7.332 -2.885 4.125
C 6.118 -3.512 3.880
H 3.952 -5.270 0.434
H 5.336 -4.483 1.225
H 5.305 -4.196 -1.272
H 5.317 -2.667 -0.380
H 2.611 -2.740 -3.107
H 3.510 -4.252 -3.050
H 4.042 -0.523 -2.848
H 6.079 0.580 -3.629
H 7.951 -0.777 -4.537
H 7.747 -3.249 -4.650
H 5.694 -4.348 -3.837
H 3.781 -4.541 3.312
H 2.965 -2.979 3.405
H 4.518 -0.984 2.297
H 6.673 0.117 2.703
H 8.485 -1.093 3.885
H 8.119 -3.421 4.640
H 5.958 -4.533 4.209
Se -2.912 -1.908 -6.587
Sb -2.734 -3.024 -4.437
Se -1.471 -1.265 -2.834
Se -1.300 -4.982 -4.350
Se -4.913 -3.364 -3.385
Se 1.868 5.085 -3.088
Sb 2.581 2.756 -2.947
Se 4.633 2.978 -1.647
Se 3.415 2.153 -5.148
Se 0.981 1.206 -2.087
C -1.947 1.611 -2.129
H -1.839 1.569 -3.215
H -1.891 2.671 -1.875
H -2.969 1.267 -1.918
*
```

A molecular structure, C14H34ClF5O11P2SSi2, computed with ωB97M-V/def2-TZVPD.

**Calculated total energy**: -4000.80686 Ha
**HOMO level**: -9.6937 eV

The geometry in ORCA input format:
```
! RIJCOSX wB97M-V def2-TZVPD def2/J DEFGRID3
* xyz 0 1
O 3.614 -0.136 -0.543
S 2.750 0.486 -1.632
O 3.410 0.099 -2.941
Si 0.804 -0.480 -1.484
O -0.468 0.526 -0.905
Si -1.165 1.521 -2.138
Cl -2.726 2.672 -1.201
C 2.758 2.324 -1.304
F 4.041 2.620 -0.767
F 1.843 2.675 -0.279
C 2.597 3.259 -2.593
F 1.677 4.286 -2.260
F 3.797 3.884 -2.980
F 2.109 2.612 -3.727
H 0.948 -1.586 -0.515
H 0.492 -1.131 -2.777
H -1.819 0.780 -3.218
H -0.205 2.523 -2.623
O -6.559 0.265 -2.084
P -6.194 -0.524 -3.347
O -7.724 -1.143 -3.563
C -8.851 -0.278 -3.577
C -8.996 0.424 -4.914
O -5.507 -1.788 -2.510
C -4.723 -1.494 -1.354
C -5.529 -1.764 -0.095
O -5.719 -1.342 -4.765
C -6.146 -2.679 -5.030
C -7.053 -2.688 -6.246
H -8.803 0.452 -2.766
H -9.735 -0.895 -3.393
H -8.057 0.893 -5.220
H -9.777 1.187 -4.865
H -9.275 -0.287 -5.694
H -4.360 -0.466 -1.384
H -3.842 -2.146 -1.368
H -6.530 -1.334 -0.152
H -5.026 -1.358 0.784
H -5.663 -2.839 0.046
H -6.646 -3.133 -4.174
H -5.254 -3.278 -5.236
H -7.750 -1.848 -6.227
H -7.626 -3.616 -6.301
H -6.470 -2.584 -7.162
O 4.314 -1.035 4.184
P 5.772 -0.569 4.273
O 5.583 0.326 5.665
C 4.957 -0.247 6.805
C 5.909 -1.148 7.568
O 5.620 0.629 3.131
C 4.796 0.393 1.986
C 3.456 1.092 2.154
O 7.440 -0.220 4.291
C 7.921 1.090 4.594
C 8.695 1.055 5.899
H 4.052 -0.794 6.529
H 4.642 0.578 7.449
H 6.392 -1.869 6.903
H 5.378 -1.690 8.355
H 6.698 -0.562 8.042
H 4.671 -0.676 1.812
H 5.314 0.801 1.112
H 3.022 0.908 3.139
H 2.748 0.765 1.398
H 3.580 2.174 2.071
H 7.119 1.826 4.643
H 8.588 1.395 3.783
H 8.190 0.434 6.642
H 8.819 2.059 6.309
H 9.683 0.615 5.750
*
```

2 unconnected molecules or ions with the total composition C4H9ClO3P, computed with ωB97M-V/def2-TZVPD.

**Calculated total energy**: -1185.07907 Ha
**Energy relative to the best compared isomer or geometry (same formula, charge and spin)**: 61.2 kcal per mole
**HOMO level (spin up / spin down)**: -3.6955 / -3.6976 eV

The geometry in ORCA input format:
```
! RIJCOSX wB97M-V def2-TZVPD def2/J DEFGRID3
* xyz -1 1
C 0.452 1.010 1.115
C 0.346 1.136 -1.385
C -1.892 -2.257 0.397
C 0.940 0.372 -0.201
O 1.858 -1.525 1.360
O 1.572 -2.201 -1.089
O 2.385 0.507 -0.216
P 1.124 -1.466 0.072
Cl -2.946 -0.838 -0.283
H 0.718 2.094 0.991
H -0.532 0.919 1.217
H 0.953 0.678 1.979
H 1.095 1.873 -1.668
H 0.188 0.393 -2.230
H -0.629 1.505 -1.000
H -2.185 -3.077 -0.177
H -2.242 -2.314 1.476
H 2.535 -0.095 0.529
*
```

2 unconnected molecules or ions with the total composition C6H12N2, computed with ωB97M-V/def2-TZVPD.

**Calculated total energy**: -345.12106 Ha
**Energy relative to the best compared isomer or geometry (same formula, charge and spin)**: 129.8 kcal per mole
**HOMO level (spin up / spin down)**: -6.7529 / -7.4569 eV

The geometry in ORCA input format:
```
! RIJCOSX wB97M-V def2-TZVPD def2/J DEFGRID3
* xyz 0 1
C 1.430 0.653 -0.518
C 0.660 0.891 0.565
C 2.356 -0.439 -0.659
C -0.427 1.801 0.543
C 2.900 -1.414 0.410
C -3.347 -0.375 -0.605
N -1.610 -1.235 0.726
N -2.168 -0.352 0.232
H 1.345 1.277 -1.402
H 0.570 0.160 1.450
H 2.819 -0.560 -1.710
H -1.440 1.204 0.091
H -0.421 2.563 -0.337
H -0.710 2.281 1.587
H 3.991 -1.413 0.702
H 2.595 -2.463 0.055
H 2.469 -1.266 1.328
H -3.368 -1.448 -0.949
H -4.329 -0.142 0.010
H -3.315 0.274 -1.520
*
```

A molecular structure, C16H26F4N2O16, computed with ωB97M-V/def2-TZVPD.

**Calculated total energy**: -2338.11492 Ha
**Energy relative to the best compared isomer or geometry (same formula, charge and spin)**: 52.1 kcal per mole
**HOMO level**: -8.1763 eV

The geometry in ORCA input format:
```
! RIJCOSX wB97M-V def2-TZVPD def2/J DEFGRID3
* xyz 0 1
N 2.324 2.527 -1.988
H 1.873 3.196 -1.317
H 2.189 1.529 -1.852
H 3.300 2.565 -2.278
H 1.894 2.840 -2.876
N -0.575 1.131 -0.374
H -0.297 1.235 -1.365
H 0.186 0.696 0.146
H -1.493 0.720 -0.273
H -0.527 2.123 -0.035
C -1.326 0.903 -4.490
C -0.183 1.425 -3.629
O -0.191 1.197 -2.386
O 0.702 2.150 -4.169
H -1.891 0.145 -3.946
H -1.037 0.429 -5.426
H -1.978 1.764 -4.638
C 0.092 5.959 0.838
C 0.381 4.701 0.058
O 1.521 4.551 -0.449
O -0.456 3.760 0.132
H -0.967 6.038 1.062
H 0.365 6.768 0.153
H 0.799 5.994 1.663
C -4.511 3.037 2.360
C -3.305 2.209 2.031
O -3.478 2.076 0.605
C -4.790 2.173 0.358
O -5.298 1.941 -0.696
O -5.486 2.535 1.464
F -3.284 0.961 2.559
H -4.447 4.111 2.179
H -4.855 2.887 3.384
H -2.371 2.691 2.318
C 2.657 -2.806 2.961
C 2.041 -2.488 4.261
O 0.903 -1.714 3.882
C 1.221 -1.134 2.693
O 0.531 -0.375 2.085
O 2.390 -1.594 2.259
F 2.820 -1.770 5.110
H 2.132 -3.650 2.501
H 3.668 -3.210 2.944
H 1.675 -3.379 4.772
C 3.855 -3.249 -1.372
C 2.731 -3.398 -2.427
O 2.133 -2.152 -2.456
C 2.514 -1.444 -1.348
O 2.211 -0.325 -1.088
O 3.324 -2.187 -0.617
F 1.828 -4.313 -1.892
H 4.788 -2.902 -1.822
H 4.058 -4.187 -0.865
H 3.028 -3.897 -3.347
C -1.423 -4.838 0.128
C -1.444 -4.048 1.452
O -1.508 -2.735 1.010
C -1.222 -2.581 -0.287
O -1.076 -1.568 -0.881
O -1.098 -3.817 -0.831
F -0.252 -4.147 2.127
H -2.413 -5.208 -0.136
H -0.646 -5.584 -0.017
H -2.302 -4.270 2.082
*
```